{"formula": "C20H33As2FN5O4Sn", "method": "ωB97M-V with the def2-TZVPD basis set", "e_tot_ha": -6142.2385, "e_above_lowest_ev": 0.604, "charge": 1, "gap_ev": 8.8, "symbols": ["Sn", "As", "As", "F", "O", "O", "O", "O", "N", "N", "N", "N", "N", "C", "C", "C", "C", "C", "C", "C", "C", "C", "C", "C", "C", "C", "C", "C", "C", "C", "C", "C", "C", "H", "H", "H", "H", "H", "H", "H", "H", "H", "H", "H", "H", "H", "H", "H", "H", "H", "H", "H", "H", "H", "H", "H", "H", "H", "H", "H", "H", "H", "H", "H", "H", "H"], "positions_angstrom": [[0.6915, -0.8636, -1.4039], [0.7096, 2.1276, 0.3331], [3.4196, 0.1360, 0.9436], [-5.6647, 0.1672, 0.3904], [-0.6794, -0.4312, -3.4752], [-1.3823, -0.0366, -1.4215], [-4.7967, 0.7510, -4.8699], [-7.7281, -0.0280, -1.4771], [-0.4875, -2.8644, -2.1291], [1.6356, -3.1495, -0.2656], [-0.1042, -1.1729, 0.8373], [-3.9511, 0.6449, -2.7442], [-6.2249, 0.3476, -3.1488], [-1.1543, 2.4309, 0.8327], [-6.5903, 0.1800, -1.8093], [-0.2010, -4.1899, -1.5383], [2.6569, 1.2585, 2.3617], [5.0795, -0.3999, 1.8088], [2.6784, 2.0327, 4.6574], [1.5423, 2.0745, 2.1061], [-4.2182, 0.5222, -1.3853], [3.2076, 1.2458, 3.6448], [-5.4401, 0.2935, -0.9192], [-2.6189, 0.9410, -3.2705], [-0.1195, -2.5531, 1.3757], [-4.9768, 0.5981, -3.6833], [1.5930, 2.8554, 4.3984], [1.1386, 3.9545, -0.1903], [-1.5011, 0.0866, -2.7046], [1.2221, -3.2254, 1.1404], [1.2549, -4.2810, -1.1165], [4.1759, 1.5248, -0.2104], [1.0331, 2.8735, 3.1298], [0.8446, 4.6366, 0.6055], [-0.8604, -4.3298, -0.6858], [4.5671, 2.3415, 0.3942], [1.4242, -5.2458, -0.6276], [4.9820, 1.0846, -0.7964], [-0.3422, -2.5608, 2.4443], [-1.7422, 2.4684, -0.0836], [5.6271, 0.4651, 2.1802], [0.1885, 3.5245, 2.9442], [-0.9258, -3.0853, 0.8779], [0.4963, -0.5800, 1.4090], [4.8961, -1.0960, 2.6252], [1.9751, -2.7033, 1.7306], [1.1810, -4.2564, 1.5078], [-0.4225, -4.9943, -2.2400], [-1.5263, 1.6128, 1.4499], [1.8895, -4.2543, -2.0052], [-6.9774, 0.3036, -3.8222], [0.5970, 4.2003, -1.1017], [2.2055, 4.0522, -0.3736], [-2.3603, 1.9909, -3.0997], [-1.2762, 3.3661, 1.3743], [-0.1923, -2.8331, -3.1027], [-2.6529, 0.7786, -4.3393], [3.4215, 1.9015, -0.8985], [4.0604, 0.6189, 3.8662], [3.1205, 2.0072, 5.6456], [5.6829, -0.9024, 1.0541], [-1.4872, -2.6856, -2.1587], [2.6355, -3.0044, -0.3150], [1.1827, 3.4824, 5.1798], [-1.0359, -0.7695, 0.8838], [-3.3756, 0.6149, -0.7199]], "atomic_forces_ev_per_a": [[0.2911, -0.1921, 0.2491], [0.0180, -0.1157, 0.0008], [-0.1864, -0.0559, 0.0042], [0.0136, 0.0006, 0.0319], [-0.1698, 0.1309, 0.0758], [0.0815, -0.0611, -0.3743], [-0.0194, -0.0176, 0.0941], [0.0189, 0.0006, 0.0022], [0.0775, -0.0942, 0.0120], [-0.0466, -0.1094, 0.0506], [-0.0426, -0.1391, 0.0654], [0.0336, -0.0707, 0.0815], [0.0200, 0.0023, 0.1022], [-0.0311, -0.0298, -0.0083], [-0.1134, -0.0247, -0.1480], [-0.0781, 0.0847, -0.1077], [-0.0682, 0.1051, -0.0073], [0.1130, 0.0130, -0.0286], [-0.0083, -0.0025, -0.0116], [0.0485, 0.0397, 0.1293], [0.3250, 0.1947, -0.2477], [-0.0916, 0.0053, -0.0702], [-0.1646, -0.0153, -0.0005], [-0.0787, -0.0017, 0.2435], [-0.0384, 0.1812, -0.0140], [-0.0771, -0.0785, -0.0412], [-0.0047, 0.0079, 0.0005], [0.0163, 0.0257, 0.0293], [-0.1000, 0.0047, 0.0532], [0.0437, 0.0586, -0.1397], [0.0538, 0.1518, 0.0533], [0.0084, 0.0079, 0.0247], [0.0661, -0.0648, 0.0078], [0.0082, 0.0400, 0.0000], [-0.0127, -0.0220, 0.0271], [0.0234, 0.0065, -0.0211], [0.0099, -0.0103, 0.0227], [0.0117, -0.0033, 0.0105], [0.0022, 0.0311, 0.0210], [-0.0036, 0.0237, 0.0089], [0.0155, -0.0067, 0.0103], [-0.0125, 0.0066, -0.0042], [-0.0354, -0.0097, 0.0025], [0.0604, -0.0450, 0.0303], [-0.0105, -0.0183, -0.0180], [0.0432, 0.0248, 0.0371], [-0.0084, -0.0227, -0.0439], [-0.0106, -0.0228, -0.0429], [0.0060, 0.0079, 0.0107], [-0.0033, 0.0105, 0.0006], [-0.0124, 0.0041, -0.0140], [-0.0116, 0.0129, -0.0227], [0.0383, -0.0037, -0.0095], [0.0245, 0.0069, 0.0566], [-0.0393, 0.0171, 0.0017], [-0.0277, -0.0370, -0.0198], [-0.0653, 0.0242, -0.0989], [-0.0175, 0.0017, -0.0037], [0.0066, 0.0191, 0.0068], [-0.0122, 0.0032, -0.0267], [0.0393, -0.0271, 0.0205], [0.0121, 0.0239, 0.0563], [0.0098, 0.0114, 0.0121], [0.0075, -0.0167, -0.0163], [0.0161, 0.0160, -0.0797], [0.0382, 0.0120, -0.0266]]}